No. 1
Computed, not measured: 8 unconnected molecules or ions with the total composition C44H44N4O8 at a distorted geometry, with ωB97M-V/def2-TZVPD.

**Frontier orbital gap**: 8.23 eV
**HOMO level**: -8.03 eV
**Energy above the lowest of the compared OMol25 structures with the same formula, charge and spin**: 80.1 kcal per mole
**Structure (SMILES)**: Oc1ccc(O)cc1.Oc1ccc(O)cc1.Oc1ccc(O)cc1.Oc1ccc(O)cc1.c1ccncc1.c1ccncc1.c1ccncc1.c1ccncc1
**E**: -2523.41183 Ha
**E_LUMO**: 0.0074 hartree

Cartesian coordinates (Å):
O 7.5225 0.0427 11.6480
C 7.3793 1.3868 11.6919
C 6.3093 2.0368 11.1713
C 6.1438 3.5630 11.4632
C 7.2450 4.2995 12.0508
O 7.2930 5.6208 12.1495
C 8.3220 3.5099 12.5333
C 8.4667 2.1175 12.3961
H 7.8274 -0.2716 12.3185
H 5.5493 1.8033 10.6549
H 5.5873 4.1756 11.0213
H 7.7710 6.0909 12.8744
H 9.3105 4.0590 13.0011
H 9.3595 1.6430 12.6480
O 0.5037 7.0026 12.4843
C 1.7579 7.1894 11.9224
C 2.1224 7.8367 10.7852
C 3.5936 7.9478 10.3034
C 4.5122 7.3039 11.1743
O 5.7219 7.1911 10.6915
C 4.1495 6.7491 12.4181
C 2.7874 6.7640 12.7819
H -0.0773 7.5603 11.9548
H 1.0621 8.0652 10.1327
H 3.9205 8.3385 9.3742
H 6.3170 6.4457 11.2057
H 4.8893 6.4877 13.1170
H 2.6821 6.3500 13.8184
O 6.5465 9.4304 8.8560
C 7.1287 9.1334 7.7959
C 7.1953 7.7905 7.1801
C 8.0505 7.5876 5.9228
C 8.8484 8.6691 5.4855
O 9.4133 8.5932 4.2599
C 8.7407 9.9049 6.0619
C 7.8702 10.2067 7.1692
H 6.3787 8.7078 9.2235
H 6.4465 6.9671 7.3999
H 8.1682 6.5198 5.4288
H 8.7682 8.3239 3.4808
H 9.3381 10.8687 5.7550
H 7.9906 11.1464 7.5002
O -0.5483 6.3021 9.5468
C -1.7528 6.2280 8.7981
C -1.8679 5.3618 7.7464
C -3.2060 5.1259 7.0808
C -4.3501 5.7661 7.6833
O -5.5857 5.6791 7.0567
C -4.1445 6.6215 8.7521
C -2.8918 6.7573 9.3403
H -0.0434 5.5386 9.7965
H -0.9889 4.9165 7.2296
H -3.2551 4.5328 6.1898
H -5.5330 4.8109 6.7217
H -5.0309 7.1616 9.0213
H -2.8050 7.6025 10.3054
C 4.3980 11.8600 12.7373
C 4.0202 10.5002 13.1223
C 3.3558 10.2711 14.2958
N 3.0855 11.2773 15.2210
C 3.3472 12.5577 14.8818
C 4.0306 12.8839 13.6104
H 4.9339 12.0770 11.8696
H 4.1771 9.7377 12.3535
H 2.9864 9.3100 14.5795
H 3.1885 13.3222 15.5578
H 4.3621 13.8076 13.4461
C 5.1124 6.2097 16.5038
C 6.4641 6.1851 16.8319
C 7.2784 5.1388 16.4689
N 6.8238 4.0532 15.7357
C 5.5565 4.1671 15.2642
C 4.7266 5.1666 15.7262
H 4.4691 7.0279 16.9948
H 6.8450 6.8602 17.4393
H 8.4912 4.9903 16.7554
H 5.2529 3.2784 14.5187
H 3.7162 5.1960 15.3188
C 3.9512 8.6348 6.0528
C 4.2241 9.9794 5.5621
C 3.1554 10.9479 6.0061
N 2.1099 10.6255 6.7195
C 1.8907 9.3361 7.0301
C 2.7699 8.3369 6.7725
H 4.8858 8.0810 5.8998
H 4.9661 10.2346 4.9839
H 3.5463 12.1128 6.0939
H 0.8255 8.9459 7.4530
H 2.7742 7.4633 7.1582
C 2.1568 4.2898 8.0728
C 1.1908 3.3514 7.9553
C 0.7870 2.5927 8.9733
N 1.2932 2.7398 10.2247
C 2.2734 3.7736 10.3461
C 2.8241 4.4933 9.2908
H 2.4559 5.0515 7.3986
H 0.5413 3.1423 6.8896
H 0.1139 1.8136 8.9631
H 2.6991 3.9109 11.4406
H 3.5051 5.1372 9.3673

---

No. 2
Computed, not measured: 5 unconnected molecules or ions with the total composition CH11O4S at a distorted geometry, with ωB97M-V/def2-TZVPD.

**Charge**: -1
**Frontier orbital gap**: 7.13 eV
**HOMO level**: -3.42 eV
**Energy above the lowest of the compared OMol25 structures with the same formula, charge and spin**: 18.0 kcal per mole
**E**: -743.88506 Ha
**E_LUMO**: 0.1363 hartree

Cartesian coordinates (Å):
C 1.0661 -2.5079 0.1485
S 0.4474 -0.8000 0.4339
H 1.7030 -2.7436 1.0008
H 1.7686 -2.4844 -0.6932
H 0.3248 -3.2608 -0.1125
H -1.2852 -0.5950 -1.4288
H -2.6321 -0.9401 -1.0082
O -2.1753 -0.2174 -1.3882
H -0.5834 -0.1356 2.2562
H -0.2496 0.5934 3.5532
O -1.0190 0.2894 3.0327
H -1.6118 3.5516 0.6542
H -0.4775 2.8078 -0.1395
O -0.8302 3.6741 0.0829
H 1.6980 0.8246 -2.7153
H 1.7915 -0.5519 -2.1786
O 2.2819 0.0855 -2.6979